[1]
Formula: C13H7F5N4ReS
Source: the OMol25 dataset
Level of theory: ωB97M-V with the def2-TZVPD basis set

The total charge is +2. As for the multiplicity: 4. The HOMO energy (spin up / spin down) is -15.8 / -16.0 eV. The frontier orbital gap (spin up / spin down) is 6.12 / 6.66 eV.

Last column: Löwdin charge in e.
Positions of all 31 atoms, in Å:
Re 0.079 0.700 -0.411  1.483
N -0.989 4.123 2.124  0.160
C -0.435 3.078 1.543  -0.723
S -0.898 2.777 -0.155  0.754
N 0.399 2.320 2.209  0.038
N 0.884 1.324 1.454  -0.202
C 1.808 0.550 1.914  0.009
C 2.420 -0.351 0.942  -0.231
C 3.450 -1.211 1.213  0.049
C 4.019 -1.931 0.162  0.043
C 3.550 -1.765 -1.132  0.015
C 2.497 -0.901 -1.350  -0.052
N 1.936 -0.213 -0.333  -0.103
H -1.636 4.723 1.636  0.125
H -0.750 4.349 3.080  0.146
H 2.160 0.654 2.934  0.162
H 3.818 -1.309 2.226  0.146
H 4.837 -2.613 0.360  0.143
H 3.989 -2.292 -1.967  0.138
H 2.087 -0.741 -2.339  0.136
F -0.913 -1.686 0.515  0.061
C -1.880 -1.315 -0.357  -0.227
C -1.680 -0.094 -1.028  -0.236
C -2.685 0.325 -1.916  -0.234
F -2.571 1.486 -2.532  0.124
C -3.790 -0.453 -2.148  -0.123
F -4.725 -0.077 -2.992  0.191
C -3.926 -1.669 -1.469  -0.075
F -4.976 -2.405 -1.693  0.228
C -2.964 -2.116 -0.553  -0.132
F -3.118 -3.266 0.066  0.186

Cartesian forces (eV/Å) of the 3 atoms listed first:
Re -1.0411 0.6553 0.0131
N -0.0507 0.0905 -0.0679
C -0.0660 -0.0203 0.0719

[2]
Formula: BrH2NOS2
Source: the OMol25 dataset
Level of theory: ωB97M-V with the def2-TZVPD basis set

The HOMO energy (spin up / spin down) is -10.2 / -10.2 eV. The frontier orbital gap (spin up / spin down) is 7.24 / 7.14 eV. The value obtained for the energy relative to the best compared isomer or geometry (same formula, charge and spin) is 53.8 kcal/mol.

Last column: Löwdin charge in e.
Positions of all 7 atoms, in Å:
N 0.085 -0.426 -0.754  -0.302
O -1.121 0.985 0.943  -0.415
S -2.386 -1.228 -0.205  0.400
S -0.905 -0.320 0.537  0.104
Br 2.491 0.323 0.080  0.139
H 0.101 0.374 -1.355  -0.001
H -0.349 -1.029 1.606  0.075

Cartesian forces (eV/Å) of the 3 atoms listed first:
N 1.5124 -2.0409 1.8131
O -0.4160 3.7412 1.9862
S -0.3539 -0.7545 -0.3670

[3]
Formula: C40H66O33
Source: the OMol25 dataset
Level of theory: ωB97M-V with the def2-TZVPD basis set

The HOMO energy is -10.7 eV. The frontier orbital gap is 10.75 eV. The value obtained for the energy relative to the best compared isomer or geometry (same formula, charge and spin) is 0.0 kcal/mol.

Last column: Löwdin charge in e.
Positions of all 139 atoms, in Å:
C 6.271 -2.013 7.878  -0.015
C 5.937 -1.854 9.344  -0.283
C 4.461 -1.894 9.743  -0.103
O 4.396 -2.835 10.807  0.038
C 5.544 -3.555 10.863  -0.559
O 5.692 -4.532 11.520  0.174
O 6.454 -3.055 10.009  0.072
H 5.853 -1.164 7.334  0.094
H 5.883 -2.963 7.524  0.096
H 7.353 -2.005 7.762  0.089
H 6.475 -1.047 9.844  0.147
H 3.793 -2.259 8.958  0.139
H 4.115 -0.898 10.014  0.115
C 7.962 -7.610 10.978  -0.021
C 6.578 -7.896 11.529  -0.291
C 6.521 -9.297 12.172  -0.099
O 5.937 -9.090 13.453  0.052
C 5.980 -7.767 13.747  -0.566
O 5.680 -7.305 14.798  0.161
O 6.370 -7.053 12.680  0.066
H 8.691 -7.581 11.782  0.096
H 7.943 -6.660 10.442  0.082
H 8.240 -8.377 10.251  0.090
H 5.753 -7.750 10.836  0.156
H 7.531 -9.695 12.304  0.130
H 5.964 -10.029 11.591  0.125
C 1.785 -3.586 19.078  -0.001
C 0.274 -3.760 19.156  -0.301
C -0.140 -5.232 18.949  -0.084
O -0.899 -5.550 20.107  0.075
C -0.818 -4.556 21.017  -0.557
O -1.330 -4.560 22.083  0.182
O -0.048 -3.551 20.537  0.043
H 2.237 -3.881 18.135  0.088
H 2.176 -4.288 19.823  0.104
H 2.054 -2.616 19.495  0.071
H -0.280 -3.068 18.523  0.132
H 0.702 -5.908 18.815  0.133
H -0.792 -5.334 18.080  0.132
C 0.711 -2.346 11.266  -0.008
C 0.567 -3.739 11.864  -0.293
C -0.665 -3.853 12.773  -0.086
O -1.261 -5.079 12.381  0.068
C -0.714 -5.509 11.214  -0.563
O -1.018 -6.519 10.672  0.161
O 0.237 -4.644 10.787  0.081
H 0.846 -1.635 12.079  0.060
H -0.145 -2.094 10.641  0.098
H 1.583 -2.342 10.609  0.069
H 1.506 -4.049 12.311  0.116
H -1.321 -2.997 12.612  0.132
H -0.334 -3.892 13.810  0.129
C 3.134 -11.139 13.280  -0.024
C 2.060 -10.399 12.549  -0.300
C 0.784 -10.189 13.384  -0.062
O 0.740 -8.760 13.587  0.069
C 1.753 -8.158 12.943  -0.559
O 1.937 -6.985 12.959  0.162
O 2.469 -9.050 12.223  0.082
H 3.416 -10.626 14.203  0.102
H 4.069 -11.208 12.724  0.072
H 2.812 -12.155 13.513  0.094
H 1.754 -10.834 11.597  0.153
H 0.865 -10.613 14.384  0.131
H -0.151 -10.468 12.908  0.133
C -0.617 1.212 18.017  -0.010
C -1.688 0.695 18.917  -0.306
C -1.405 -0.655 19.602  -0.089
O -1.707 -0.438 20.972  0.084
C -2.010 0.860 21.180  -0.558
O -2.345 1.331 22.212  0.175
O -1.866 1.575 20.035  0.086
H -0.834 2.235 17.705  0.098
H -0.547 0.620 17.102  0.069
H 0.347 1.196 18.530  0.090
H -2.653 0.613 18.409  0.143
H -0.405 -1.063 19.458  0.113
H -2.111 -1.392 19.212  0.135
C 3.986 0.083 12.632  -0.005
C 5.058 -0.489 13.534  -0.277
C 6.497 -0.132 13.104  -0.076
O 7.144 0.210 14.331  0.079
C 6.206 0.518 15.256  -0.553
O 6.403 1.018 16.313  0.170
O 4.984 0.143 14.825  0.064
H 3.253 0.658 13.196  0.087
H 3.358 -0.706 12.207  0.063
H 4.425 0.657 11.818  0.080
H 5.017 -1.565 13.709  0.148
H 6.513 0.720 12.422  0.129
H 7.018 -0.989 12.681  0.135
C -0.333 0.367 14.126  -0.044
O -1.469 0.487 13.281  0.012
C -2.575 1.108 13.685  -0.609
O -3.538 1.229 12.987  0.146
O -2.446 1.572 14.936  -0.041
C -3.563 2.252 15.512  -0.016
H -0.156 1.319 14.628  0.088
H 0.548 0.117 13.545  0.072
H -0.513 -0.411 14.869  0.089
H -4.494 1.933 15.046  0.097
H -3.491 3.323 15.316  0.103
H -3.525 2.049 16.576  0.081
C 4.713 1.180 19.217  -0.028
O 3.533 0.670 19.818  -0.018
C 3.600 -0.214 20.810  -0.610
O 4.585 -0.536 21.415  0.135
O 2.355 -0.641 21.037  -0.021
C 2.180 -1.499 22.156  -0.037
H 4.848 0.760 18.227  0.074
H 5.611 1.025 19.820  0.099
H 4.641 2.268 19.215  0.093
H 2.041 -0.934 23.081  0.103
H 3.015 -2.179 22.313  0.099
H 1.264 -2.058 21.984  0.080
C 2.404 3.316 16.330  -0.029
O 2.333 2.959 17.708  -0.032
C 1.828 3.900 18.519  -0.626
O 1.489 4.996 18.151  0.132
O 1.787 3.403 19.736  0.001
C 1.442 4.250 20.807  -0.034
H 1.405 3.330 15.895  0.092
H 3.027 2.553 15.868  0.083
H 2.881 4.286 16.207  0.099
H 1.391 3.640 21.701  0.098
H 0.544 4.835 20.603  0.100
H 2.201 5.018 21.006  0.101
C 2.313 -0.824 16.728  -0.038
O 3.092 -1.972 16.443  0.007
C 2.883 -2.542 15.253  -0.624
O 2.124 -2.134 14.402  0.106
O 3.741 -3.534 15.126  0.024
C 3.459 -4.404 13.997  0.001
H 1.241 -0.979 16.591  0.080
H 2.657 0.038 16.153  0.088
H 2.433 -0.560 17.780  0.086
H 2.431 -4.739 14.104  0.081
H 4.147 -5.235 14.113  0.090
H 3.640 -3.914 13.046  0.073

Cartesian forces (eV/Å) of the 3 atoms listed first:
C -0.0392 0.6360 0.4625
C 0.4718 -1.3070 0.5053
C -0.1089 0.1834 -0.7176

[4]
Formula: C9H14
Source: the OMol25 dataset
Level of theory: ωB97M-V with the def2-TZVPD basis set

The HOMO energy is -8.9 eV. The frontier orbital gap is 9.98 eV. The value obtained for the energy relative to the best compared isomer or geometry (same formula, charge and spin) is 16.1 kcal/mol.

Last column: Löwdin charge in e.
Positions of all 23 atoms, in Å:
C -2.145 -0.305 1.854  -0.054
C -1.550 -0.971 0.649  -0.282
C -0.369 -0.462 0.104  -0.046
C 0.262 -1.186 -0.904  -0.088
C -0.215 -2.421 -1.333  -0.099
C -1.409 -2.880 -0.817  -0.090
C -2.141 -2.083 0.062  -0.053
H -1.635 -0.721 2.734  0.088
H -3.155 -0.614 2.109  0.072
H -2.025 0.774 1.825  0.077
H -0.033 0.555 0.193  0.075
H 1.138 -0.765 -1.385  0.096
H 0.300 -2.859 -2.172  0.097
H -1.816 -3.863 -1.001  0.100
H -3.114 -2.410 0.407  0.108
C 1.883 2.652 0.389  -0.155
C 2.592 2.350 -0.933  -0.168
H 1.196 3.476 0.183  0.068
H 1.211 1.851 0.670  0.020
H 2.618 2.887 1.151  0.066
H 3.459 1.701 -0.814  0.063
H 3.036 3.279 -1.302  0.062
H 1.912 2.015 -1.669  0.042

Cartesian forces (eV/Å) of the 3 atoms listed first:
C 0.1358 -0.6293 0.5894
C -0.5199 0.7446 -0.1305
C -0.0865 -0.7774 -1.4344

[5]
Formula: C18H21N5O3S
Source: the OMol25 dataset
Level of theory: ωB97M-V with the def2-TZVPD basis set

The HOMO energy is -8.5 eV. The frontier orbital gap is 8.05 eV. The value obtained for the energy relative to the best compared isomer or geometry (same formula, charge and spin) is 114.7 kcal/mol.

Last column: Löwdin charge in e.
Positions of all 48 atoms, in Å:
C 3.154 1.499 -4.972  -0.065
C 2.792 2.304 -3.729  -0.358
C 3.974 2.428 -2.767  -0.159
C 3.626 3.391 -1.626  -0.153
C 2.119 3.310 -1.340  -0.148
N 1.615 1.981 -1.591  -0.069
C 1.397 1.082 -0.607  -0.132
C 1.989 1.224 0.670  0.014
C 1.894 0.249 1.626  0.003
C 1.191 -0.938 1.383  -0.194
C 1.160 -1.996 2.420  -0.434
O 2.140 -2.358 3.031  0.101
N -0.057 -2.601 2.659  0.121
C -1.330 -2.223 2.339  -0.585
N -2.328 -3.029 2.463  0.007
N -3.498 -2.488 2.161  0.000
C -3.448 -1.255 1.811  -0.528
C -4.596 -0.465 1.401  -0.277
C -4.456 0.528 0.272  -0.111
C -4.629 1.019 1.666  -0.119
S -1.803 -0.599 1.837  1.131
C 0.582 -1.102 0.155  -0.010
C 0.629 -0.094 -0.806  -0.094
N -0.279 -0.252 -1.894  -0.361
O -0.811 0.754 -2.339  0.061
O -0.540 -1.381 -2.268  0.082
C 1.627 1.621 -2.992  -0.130
H 3.530 0.516 -4.697  0.084
H 3.923 2.011 -5.545  0.079
H 2.282 1.368 -5.608  0.082
H 2.492 3.307 -4.047  0.141
H 4.859 2.778 -3.298  0.116
H 4.200 1.438 -2.363  0.124
H 3.880 4.415 -1.900  0.112
H 4.201 3.130 -0.737  0.104
H 1.579 3.981 -2.016  0.130
H 1.883 3.619 -0.323  0.119
H 2.570 2.104 0.890  0.105
H 2.377 0.377 2.583  0.128
H -0.012 -3.433 3.239  0.165
H -5.521 -1.021 1.477  0.143
H -3.486 0.627 -0.193  0.087
H -5.281 0.614 -0.418  0.103
H -3.776 1.455 2.165  0.087
H -5.575 1.452 1.953  0.101
H 0.026 -1.997 -0.083  0.132
H 0.669 1.878 -3.465  0.127
H 1.757 0.536 -3.070  0.135

Cartesian forces (eV/Å) of the 3 atoms listed first:
C -0.1399 0.2379 0.1473
C 0.2896 -0.3074 0.1051
C -0.1364 0.2280 -0.1060